A molecular structure, C30H28MnN5O6S, computed with ωB97M-V/def2-TZVPD.

Last column: Löwdin spin population.
Positions of all 71 atoms, in Å:
1 Mn 0.314695 -0.824852 -0.242775  3.78
2 C -1.046886 -3.051391 3.062156  0.00
3 C -1.136412 -2.305041 1.758116  0.02
4 O -0.022819 -2.153696 1.138454  0.03
5 C -2.357047 -1.844227 1.304301  0.01
6 C -2.552443 -1.255923 0.032208  0.02
7 C -3.962980 -1.046022 -0.441248  0.00
8 N -1.559643 -0.918227 -0.750365  -0.05
9 N -1.878235 -0.452856 -2.043119  -0.01
10 C -0.798690 0.032381 -2.576030  0.00
11 O 0.365018 0.033715 -1.999948  0.02
12 C -0.873115 0.608792 -3.948800  0.00
13 C -2.096631 0.868001 -4.559923  0.00
14 C -2.134902 1.396566 -5.839621  0.00
15 C -0.953350 1.666002 -6.519598  0.00
16 C 0.267491 1.409038 -5.913226  0.00
17 C 0.308367 0.885090 -4.628661  0.00
18 H -0.149652 -3.665982 3.068084  0.00
19 H -1.926217 -3.669442 3.236145  0.00
20 H -0.974468 -2.330449 3.880373  0.00
21 H -3.234181 -2.051678 1.898922  0.00
22 H -4.652559 -1.144570 0.394191  0.00
23 H -4.214865 -1.791107 -1.197771  0.00
24 H -4.073677 -0.074235 -0.916730  0.00
25 H -3.009160 0.647940 -4.022612  0.00
26 H -3.088065 1.600972 -6.310116  0.00
27 H -0.985919 2.077655 -7.520257  0.00
28 H 1.189793 1.619960 -6.438929  0.00
29 H 1.250383 0.691215 -4.134762  0.00
30 C 0.244655 -3.770762 -3.117749  0.00
31 C 1.456035 -3.344692 -2.369974  0.01
32 N 1.489407 -2.443314 -1.414198  0.04
33 C 2.791334 -2.325883 -1.023110  0.00
34 C 3.572500 -3.175953 -1.747679  0.00
35 N 2.705985 -3.814784 -2.597943  0.00
36 C 5.016441 -3.498361 -1.792595  0.00
37 O 5.791467 -2.842635 -0.951791  0.00
38 O 5.421432 -4.329072 -2.571241  0.00
39 C 3.135989 -1.303491 -0.008303  0.01
40 O 4.288223 -1.196176 0.407090  0.01
41 O 2.142074 -0.569180 0.360259  0.01
42 H -0.612795 -3.213842 -2.744129  0.00
43 H 0.054203 -4.837327 -2.994065  0.00
44 H 0.352444 -3.561333 -4.182682  0.00
45 H 3.005589 -4.508265 -3.266082  0.00
46 H 5.264885 -2.185733 -0.410891  0.00
47 N -0.132671 0.919166 0.925022  0.06
48 S 0.692278 1.351716 2.204695  0.01
49 C 0.889225 3.129195 2.152775  0.00
50 C 0.781862 3.768922 0.930350  0.00
51 C 1.001121 5.140586 0.867893  0.00
52 C 1.332881 5.847024 2.011962  0.00
53 C 1.452686 5.188080 3.230822  0.00
54 C 1.233845 3.823515 3.306902  0.00
55 C -0.352728 1.208161 3.641495  0.00
56 C -1.514235 1.960871 3.774544  0.00
57 C -2.336948 1.741905 4.864497  0.00
58 C -1.995301 0.782115 5.813497  0.00
59 C -0.835250 0.038578 5.674312  0.00
60 C -0.006830 0.246513 4.576270  0.00
61 H -1.025086 1.399165 0.843158  0.00
62 H 0.546177 3.195944 0.042710  0.00
63 H 0.918381 5.651493 -0.082073  0.00
64 H 1.504187 6.913873 1.957817  0.00
65 H 1.717551 5.739027 4.123366  0.00
66 H 1.321871 3.307617 4.254808  0.00
67 H -1.764955 2.716348 3.039326  0.00
68 H -3.243485 2.320779 4.980989  0.00
69 H -2.641113 0.616416 6.665744  0.00
70 H -0.572710 -0.706477 6.413501  0.00
71 H 0.895549 -0.337362 4.442242  0.00

Forces on atoms 1 to 2 (eV/Å):
0.00 -0.31 -0.28
-0.03 0.01 0.01

Results
Energy above the lowest of the compared OMol25 structures with the same formula, charge and spin = 0.0 kJ/mol
2S+1 = 5
E_tot = -93458.6921 eV
HOMO energy (alpha / beta) = -7.57 / -7.76 eV
Gap between HOMO and LUMO (alpha / beta) = 0.2771 / 0.2894 Ha
Molar mass = 641.59 g/mol